Run a
Molecular formula: C5H12O2
Method: DFT, ωB97M-V/def2-TZVPD

Geometry as XYZ:
```
19
Properties=species:S:1:pos:R:3:lowdin_charge:R:1
H -1.15 -1.91 -0.25 0.118
H -2.56 -0.27 -1.54 0.079
C -1.27 -0.87 0.09 -0.216
O -0.27 1.32 0.15 -0.065
H 2.45 0.86 -0.98 0.121
H -0.61 1.26 1.06 0.110
H -0.06 0.08 -1.41 0.151
C -0.06 -0.03 -0.32 -0.384
C 2.41 0.45 0.04 -0.274
H 1.37 1.87 0.75 0.056
H -2.66 0.78 -0.13 0.070
C -2.57 -0.26 -0.45 -0.101
C 1.30 -0.60 0.11 -0.136
H 1.25 -1.02 1.12 0.122
H 1.56 -1.42 -0.57 0.122
H 3.38 -0.01 0.25 0.116
H -1.29 -0.92 1.19 0.119
H -3.45 -0.81 -0.10 0.072
O 2.23 1.48 0.99 -0.079
```

Run b
Molecular formula: C5H12O2
Method: DFT, ωB97M-V/def2-TZVPD

Geometry as XYZ:
```
19
Properties=species:S:1:pos:R:3:lowdin_charge:R:1
H -0.87 -0.82 -1.30 0.036
H -0.70 1.64 2.08 0.099
H 1.12 0.12 -2.42 0.118
H -2.31 -1.09 0.48 0.100
C -0.46 0.21 -1.17 0.019
O -0.69 0.13 0.66 -0.383
C 1.03 0.07 -1.32 -0.284
H 0.79 1.45 1.11 0.096
C 1.74 -1.19 -0.82 -0.281
H -0.66 2.16 0.34 0.098
H 2.78 -1.20 -1.16 0.113
O 1.80 -1.26 0.59 -0.075
H -2.66 0.65 0.34 0.102
H 0.88 -1.20 0.90 0.064
C -2.08 -0.10 0.88 -0.069
C -0.30 1.44 1.09 -0.066
H -2.28 -0.08 1.95 0.100
H 1.24 -2.07 -1.25 0.114
H 1.58 0.96 -0.96 0.099
```

Run c
Molecular formula: C5H12O2
Method: DFT, ωB97M-V/def2-TZVPD

Geometry as XYZ:
```
19
Properties=species:S:1:pos:R:3:lowdin_charge:R:1
C 1.31 0.57 -1.37 -0.270
H 2.21 1.17 0.53 0.121
H -2.76 -1.23 -0.06 0.082
H 1.79 -0.42 -1.32 0.119
C -2.00 -1.02 0.70 -0.133
O 0.04 0.44 -1.97 -0.154
C 1.21 1.12 0.05 -0.127
H -0.64 -1.21 -0.84 0.201
H 1.68 -0.80 1.72 0.096
H -2.48 -0.54 1.55 0.077
C -0.98 -0.17 0.05 -0.212
H -0.08 0.79 1.74 0.152
H -1.50 -1.94 0.99 0.075
C 0.26 0.22 0.85 -0.403
H -1.42 0.80 -0.28 0.143
H -0.26 -0.49 -1.75 0.030
H 0.82 2.15 0.04 0.121
O 0.86 -1.00 1.25 -0.031
H 1.91 1.22 -2.01 0.114
```

Run d
Molecular formula: C5H12O2
Method: DFT, ωB97M-V/def2-TZVPD

Geometry as XYZ:
```
19
Properties=species:S:1:pos:R:3:lowdin_charge:R:1
C -0.94 0.16 -2.17 -0.107
H 0.58 2.52 1.55 0.108
O -0.03 1.08 0.08 -0.174
C -0.75 -1.00 0.52 -0.050
C 0.19 -0.26 -0.27 -0.770
H -0.34 -1.22 1.61 0.140
H -1.94 -0.21 -1.58 0.124
H -1.71 -0.52 0.71 0.086
H -1.12 1.53 1.85 0.143
H 2.02 -0.58 1.26 0.115
H 1.81 -1.71 0.14 0.058
H 2.16 -0.20 -0.64 0.090
H -1.06 1.40 -2.08 0.137
H -0.69 -0.29 -3.28 0.144
H -0.96 -1.92 0.12 0.068
H 0.89 0.88 2.12 0.094
O 0.20 -0.41 -1.60 -0.117
C 0.07 1.44 1.50 -0.089
C 1.62 -0.68 0.16 0.000
```

Energy above the most stable structure, in hartree: run a 0.0000; run b 0.1615; run c 0.0904; run d 0.1346

Run a
Molecular formula: C4H11BrSi
Method: DFT, ωB97M-V/def2-TZVPD

Geometry as XYZ:
```
17
Properties=species:S:1:pos:R:3:lowdin_charge:R:1
C 0.18 -1.57 0.04 -0.322
C 0.66 1.12 -1.64 -0.240
H 1.36 0.94 2.22 -0.064
C -1.45 -1.29 0.13 -0.144
H 0.54 -1.83 1.16 0.094
Si 1.15 0.13 -0.11 0.138
H -0.35 1.38 -1.67 -0.015
Br 3.37 -0.25 0.06 0.319
C 0.78 1.18 1.45 -0.239
H 0.40 -2.39 -0.65 0.041
H -1.90 -1.50 -0.89 0.076
H 0.99 2.34 1.28 0.078
H 1.02 2.18 -1.71 0.041
H -1.73 -1.99 0.93 0.053
H -1.60 -0.24 0.47 0.036
H -0.33 1.17 1.83 0.066
H 0.78 0.47 -2.64 0.083
```

Run b
Molecular formula: C4H11BrSi
Method: DFT, ωB97M-V/def2-TZVPD

Geometry as XYZ:
```
17
Properties=species:S:1:pos:R:3:lowdin_charge:R:1
C -0.24 -1.34 -1.70 -0.160
H -1.53 -0.57 2.10 0.007
H -0.03 -2.35 -1.46 0.016
C -0.28 1.34 -0.13 -0.340
H 1.31 2.94 -0.07 0.067
H -0.57 1.72 -1.14 0.087
H 1.81 1.49 -0.70 0.028
H 1.63 1.64 1.01 0.073
H -0.02 -1.30 2.22 0.038
C 1.19 1.87 0.03 -0.136
H -1.07 1.72 0.60 0.071
Br -4.08 0.24 0.10 -0.415
H -1.06 -1.37 -2.43 0.055
H 0.59 -0.93 -2.13 -0.011
Si -0.75 -0.47 -0.08 0.796
C -0.89 -1.26 1.59 -0.192
H -1.43 -2.15 1.61 0.015
```

Energy above the most stable structure, in hartree: run a 0.0000; run b 0.0555

Run a
13
Properties=species:S:1:pos:R:3:lowdin_charge:R:1 method="wB97M-V/def2-TZVPD" charge=+1
N -1.25 -0.99 2.54 0.110
H 1.46 -1.25 -1.39 0.097
H -0.46 2.02 0.45 0.141
H -1.95 -0.67 3.24 0.118
C 0.16 0.18 -0.40 -0.361
N 0.00 1.48 -0.26 0.235
H 0.24 -0.50 -2.58 0.157
H 0.15 -1.63 0.67 0.177
C 0.93 -0.29 -1.62 0.010
H 0.35 1.98 -1.00 0.096
H 1.72 0.50 -1.89 0.121
N -0.20 -0.65 0.57 0.089
N -1.15 -0.17 1.68 0.009

Run b
13
Properties=species:S:1:pos:R:3:lowdin_charge:R:1 method="wB97M-V/def2-TZVPD" charge=+1
H 1.25 -1.56 0.63 0.130
C -0.70 -0.64 1.10 -0.110
N 0.94 0.04 -0.59 0.115
H 1.50 -0.01 1.45 0.154
H -1.51 2.15 -2.02 0.217
H 0.80 -0.69 -1.32 0.144
H 0.11 1.57 -2.26 0.115
C 0.80 -0.56 0.70 -0.207
H -0.96 -0.56 2.20 0.145
N -0.67 1.55 -1.65 0.176
H -1.33 -1.52 0.76 0.144
N -0.53 0.76 -0.61 -0.170
N -1.26 0.48 0.35 0.147

Run c
13
Properties=species:S:1:pos:R:3:lowdin_charge:R:1 method="wB97M-V/def2-TZVPD" charge=+1
H 0.09 -2.60 2.32 0.113
N 0.90 -2.02 -0.14 0.077
N -0.83 1.76 -0.33 -0.007
H 1.37 -2.87 0.07 0.103
H -0.41 1.91 -2.34 0.149
N -1.09 1.01 0.45 0.348
N -0.20 -1.66 1.94 0.034
C 0.14 -1.27 0.63 -0.252
H -0.94 -1.13 2.46 0.091
C -0.29 2.48 -1.36 -0.008
H 0.80 2.45 -1.12 0.138
H 1.18 -1.59 -0.97 0.063
H -0.72 3.52 -1.59 0.152

Run d
13
Properties=species:S:1:pos:R:3:lowdin_charge:R:1 method="wB97M-V/def2-TZVPD" charge=+1
C -2.07 0.82 -0.37 0.011
N 1.47 0.25 -0.01 -0.156
H 3.55 0.02 0.38 0.124
H -0.52 -0.64 -0.26 -0.004
H 3.08 1.45 -0.32 0.153
N -1.56 -0.52 -0.33 0.060
H 1.45 -1.62 0.61 0.127
C -2.38 0.19 0.69 0.092
N 2.74 0.49 -0.01 0.063
H -1.87 -1.07 -1.15 0.168
H -2.02 1.78 -1.01 0.175
N 0.89 -0.84 0.13 0.011
H -2.79 -0.31 1.65 0.175

Energy above the most stable structure, in hartree: run a 0.0000; run b 0.0828; run c 0.0581; run d 0.1429

Run a
Molecular formula: C2H8N4
Method: DFT, ωB97M-V/def2-TZVPD

Geometry as XYZ:
```
14
Properties=species:S:1:pos:R:3:lowdin_charge:R:1
N -1.85 -0.83 -0.35 -0.144
H -0.44 -1.81 -1.51 0.062
N 2.30 1.10 0.38 0.058
N -2.37 0.40 -0.15 -0.057
H 0.51 0.64 1.31 0.113
N 1.59 -1.07 0.75 0.045
C -0.94 -0.86 -1.27 -0.094
H 3.20 0.67 0.16 0.094
H 0.77 -1.54 1.15 0.031
H -0.60 0.03 -1.82 0.073
H 2.37 1.97 0.88 0.087
H -3.09 0.35 0.58 0.078
C 1.41 0.20 0.85 -0.430
H -2.86 0.74 -0.98 0.085
```

Run b
Molecular formula: C2H8N4
Method: DFT, ωB97M-V/def2-TZVPD

Geometry as XYZ:
```
14
Properties=species:S:1:pos:R:3:lowdin_charge:R:1
N -0.78 -1.59 -0.85 0.075
C -1.06 -2.00 0.41 -0.386
H -1.10 -2.14 -1.64 0.085
H 0.98 -0.07 0.45 0.049
H -1.07 -1.74 2.25 0.031
H 2.38 0.37 -0.32 0.079
H -1.49 -3.00 0.49 0.113
H -0.49 -0.63 -0.99 0.071
N 1.41 0.61 -0.17 0.059
C 1.12 1.93 -0.37 -0.398
N -0.75 -1.26 1.41 0.042
H 0.04 3.42 -0.24 0.022
H 2.01 2.54 -0.56 0.110
N -0.05 2.41 -0.26 0.048
```

Run c
Molecular formula: C2H8N4
Method: DFT, ωB97M-V/def2-TZVPD

Geometry as XYZ:
```
14
Properties=species:S:1:pos:R:3:lowdin_charge:R:1
H -1.29 0.81 2.08 0.083
C -0.17 0.75 -1.39 -0.294
N -0.59 0.09 1.98 0.109
H 1.74 -0.51 -0.18 0.084
H -0.89 1.31 -2.01 0.094
H 1.45 -1.18 1.44 0.090
C 0.06 0.16 0.74 -0.553
H 0.86 0.74 -1.78 0.089
N 1.30 -0.49 0.72 0.119
H -1.53 -0.88 -1.10 0.068
N -0.52 -0.76 -1.22 -0.017
H -0.19 -1.32 -2.01 0.058
H 0.04 0.12 2.77 0.083
N -0.26 1.18 -0.04 -0.014
```

Energy above the most stable structure, in hartree: run a 0.0505; run b 0.0000; run c 0.0360

Run a
Molecular formula: C6H35NO11
Method: DFT, ωB97M-V/def2-TZVPD

Geometry as XYZ:
```
53
Properties=species:S:1:pos:R:3:lowdin_charge:R:1
H -3.17 2.55 -1.94 0.033
C -0.65 -0.63 -1.82 0.031
C -0.71 -0.93 0.59 -0.120
H 3.17 -1.25 -0.76 -0.011
H -1.19 1.09 0.33 0.108
H -0.63 -3.55 -0.41 0.089
O 3.57 -1.59 0.07 -0.082
C 0.04 -2.83 -0.92 -0.058
H -1.75 -1.09 0.87 0.093
H 2.40 -2.58 2.92 -0.018
O -0.47 4.22 -0.43 -0.049
H -2.38 0.06 2.53 -0.005
O -3.15 -0.42 2.88 -0.078
H -1.83 -2.41 2.94 0.039
H -3.48 0.13 3.61 0.040
O -3.93 2.47 0.66 -0.054
C -0.37 -1.40 -0.76 -0.349
O -1.93 -2.92 2.12 -0.068
H -4.36 1.60 0.70 0.038
H 1.50 -1.18 -2.22 -0.007
H 2.31 -0.08 -2.80 0.003
H -2.16 1.49 -2.54 0.011
H 3.71 -1.70 2.94 0.027
H 1.73 0.57 0.98 0.102
H -0.07 -1.52 1.31 0.105
H 1.12 0.91 -0.76 0.064
H -0.04 -3.04 -2.00 0.095
H -2.85 -2.90 1.85 0.057
H 1.03 -3.09 -0.51 0.069
H 1.53 1.88 -4.47 0.059
H -0.01 0.17 2.89 0.087
H 2.35 2.13 -3.24 0.029
H -0.88 4.18 0.43 0.036
C 0.95 1.05 0.33 -0.062
O 2.43 -0.98 -2.43 -0.069
H 4.49 -1.73 -0.19 0.031
O 1.90 3.81 -2.61 -0.046
C -0.38 0.62 0.88 -0.432
O 1.97 1.39 -3.76 -0.075
H -0.57 -0.97 -2.85 0.087
H 1.00 -4.34 0.94 0.048
O -2.41 2.42 -2.52 -0.047
H -0.15 1.74 2.71 0.087
O 2.99 -2.07 3.47 -0.073
H 1.00 4.13 -2.43 0.043
H -0.94 0.40 -1.70 0.037
H 2.25 3.70 -1.72 0.058
H -3.96 2.81 1.56 0.036
H -0.99 3.69 -1.04 0.010
H 0.31 -3.38 2.08 0.022
O 1.09 -3.63 1.58 -0.057
N -0.46 0.86 2.31 0.031
H 1.03 2.14 0.39 0.057
```

Run b
Molecular formula: C6H35NO11
Method: DFT, ωB97M-V/def2-TZVPD

Geometry as XYZ:
```
53
Properties=species:S:1:pos:R:3:lowdin_charge:R:1
H 2.92 -1.51 0.36 -0.071
O 0.05 -1.90 -2.45 -0.045
H 2.43 -3.36 -0.59 0.091
H 0.32 -2.03 -1.52 0.020
H -1.72 -4.03 0.04 0.022
O 3.95 1.57 -1.29 -0.075
H -0.90 0.55 -3.22 0.069
H -2.97 3.50 -2.03 0.077
H 0.91 -1.15 0.44 0.125
H -2.06 4.27 0.09 0.087
H 4.74 2.03 -1.64 0.057
H 1.61 -2.58 5.31 -0.061
C -1.29 0.38 -1.20 -0.230
H -0.78 0.66 0.95 0.098
H -1.46 2.83 -2.47 0.080
H -0.96 2.91 0.13 0.049
C -2.21 2.90 -1.71 -0.213
H 2.75 1.25 4.29 -0.052
H -1.67 -1.12 3.53 0.004
C -2.57 1.49 -1.23 -0.336
H 1.16 -1.75 1.73 0.042
H -1.15 -2.62 0.31 -0.064
H 1.11 -0.70 2.78 -0.055
H 3.65 -0.15 -0.04 0.110
H -4.14 -0.12 -1.49 0.109
H 0.26 -0.09 -2.35 0.063
O 3.02 -0.65 0.66 -0.072
H -3.38 0.91 -2.94 0.085
H -2.68 -1.71 2.83 0.006
C -1.45 3.58 -0.56 -0.094
O 1.18 -3.09 4.75 -0.020
O -1.02 -3.50 0.33 0.020
O 1.86 2.51 -2.70 -0.051
H -1.68 -0.61 -1.27 0.098
H 3.21 1.79 -1.86 -0.030
H -0.64 4.22 -0.91 0.058
O 2.27 0.61 3.90 -0.059
H 1.32 3.24 -2.41 0.038
H -2.88 1.43 -0.11 0.141
O -2.58 -1.35 3.70 -0.029
H 1.34 1.70 -2.60 0.011
C -3.85 0.92 -1.90 -0.086
O -0.16 -1.03 0.14 -0.216
H -4.49 1.82 -1.94 0.076
O 1.95 -3.05 0.20 -0.048
H 0.77 0.87 0.02 0.153
O 0.81 -1.52 2.66 -0.018
C -0.27 0.36 0.05 -0.189
H 3.00 -0.18 3.66 0.166
N -0.43 0.70 -2.37 0.006
H 0.34 -2.67 -2.92 0.046
H 1.79 -3.73 0.87 0.097
H 0.67 -2.76 3.99 0.011
```

Energy above the most stable structure, in hartree: run a 0.0000; run b 0.1378

Run a
Molecular formula: C20H53N3O9
Method: DFT, ωB97M-V/def2-TZVPD

Geometry as XYZ:
```
85
Properties=species:S:1:pos:R:3:lowdin_charge:R:1
C -4.46 -5.91 -1.23 -0.205
H 3.13 3.92 0.78 0.064
H -3.29 0.10 2.04 0.090
H 6.80 -1.27 1.99 0.089
H -4.38 -5.11 -0.49 0.126
H 3.83 -0.34 -0.51 0.088
C -1.77 -2.88 -3.27 -0.103
H -2.84 2.16 3.40 0.127
H -1.11 -3.16 -2.46 0.087
H 0.50 6.94 -1.16 0.061
H -3.19 -7.22 -0.10 0.127
H 2.15 0.27 -0.45 0.073
H 0.68 7.71 2.38 0.126
O 0.55 -1.31 -1.66 -0.214
H -2.14 -1.11 -1.64 0.123
O -2.06 1.70 1.53 -0.204
H 4.53 -1.66 2.94 0.128
H 0.93 -1.94 -3.61 0.086
H -2.21 0.25 -2.76 0.128
H -2.57 -9.40 -1.16 0.089
H -1.67 0.09 2.79 0.086
H -2.47 -8.02 -2.29 0.083
H -4.67 -5.17 -3.91 0.090
H 4.21 4.92 1.74 0.076
H -5.47 -5.90 -1.64 0.128
H 0.46 4.81 0.20 0.093
O 2.20 7.10 1.24 -0.147
N -1.49 4.95 -0.39 0.018
C -1.64 -0.64 -2.49 -0.207
H 3.96 -3.17 2.20 0.126
H 2.29 -1.15 -2.77 0.085
C -4.19 -7.23 -0.54 -0.208
C -0.88 3.03 3.20 -0.210
O -0.17 1.96 3.80 -0.180
N -0.05 7.45 -0.47 0.062
H 6.64 -0.89 0.26 0.089
H 2.53 4.71 2.22 0.061
C 2.87 -1.45 1.59 -0.197
H -1.06 3.78 3.97 0.129
H -1.85 -0.26 1.06 0.079
H -1.16 4.72 -1.32 0.070
H 0.92 5.97 2.43 0.104
C 0.91 6.84 1.77 -0.176
C 1.43 -1.82 -2.65 -0.107
O 5.15 -2.04 1.00 -0.188
H 0.24 0.29 -2.94 0.129
C 2.81 6.04 0.52 -0.267
H -3.10 -5.95 -4.21 0.088
H -1.96 4.13 -0.03 0.052
C -2.23 0.34 1.88 -0.104
H -0.29 3.49 2.41 0.096
H 2.13 -1.59 2.39 0.121
O 3.02 -0.06 1.39 -0.203
H 2.18 5.74 -0.33 0.092
C -0.24 -0.22 -2.10 -0.210
H -0.31 0.49 -1.27 0.118
O -3.51 -5.64 -2.25 -0.207
C 6.09 -1.01 1.19 -0.111
O -4.33 -8.33 -1.41 -0.189
N -0.40 5.24 0.49 -0.106
H 1.69 2.07 2.88 0.085
C 3.19 4.84 1.37 -0.060
H 1.14 0.46 3.36 0.082
C 4.16 -2.11 2.01 -0.203
C 3.13 0.31 0.03 -0.091
H -2.80 -3.12 -2.99 0.080
C -3.97 -5.94 -3.55 -0.112
H 3.51 1.33 -0.01 0.083
H 1.78 -2.79 -2.30 0.092
H -4.46 -6.91 -3.59 0.085
C -3.11 -8.83 -1.92 -0.110
H -3.35 -9.50 -2.75 0.089
H 0.45 8.31 -0.27 0.074
H -2.72 3.49 2.24 0.120
H -1.13 7.00 1.24 0.133
H 0.42 1.25 1.94 0.081
O -1.65 -1.51 -3.61 -0.185
H 2.48 -1.92 0.69 0.125
H -1.51 -3.45 -4.16 0.091
C -0.22 6.65 0.74 -0.416
H 3.71 6.49 0.09 0.121
C 0.82 1.41 2.95 -0.109
C -2.21 2.60 2.62 -0.202
H 5.61 -0.06 1.44 0.082
H -4.92 -7.35 0.27 0.126
```

Run b
Molecular formula: C20H53N3O9
Method: DFT, ωB97M-V/def2-TZVPD

Geometry as XYZ:
```
85
Properties=species:S:1:pos:R:3:lowdin_charge:R:1
H -3.47 12.57 2.54 0.076
N 0.23 14.93 -6.06 -0.081
H 0.54 16.10 -1.59 0.121
H 0.06 14.64 -5.10 0.074
H 0.18 11.42 0.20 0.124
C 0.85 17.12 -3.43 -0.221
H -2.08 14.24 -0.97 0.124
C -4.71 9.75 1.34 -0.107
H -4.62 10.80 1.59 0.061
H 1.29 16.27 -5.19 0.050
C -1.83 8.31 -2.42 -0.204
C 0.44 12.01 -0.68 -0.179
C 1.93 12.27 -0.80 -0.209
H -3.95 7.24 0.94 0.125
O -3.43 9.25 1.02 -0.202
C -2.38 12.52 2.65 -0.109
H 0.19 11.41 -1.56 0.105
C 3.65 13.56 0.16 -0.113
O -1.49 10.47 -3.40 -0.198
C -2.05 7.67 -0.06 -0.199
C -1.71 13.22 -0.86 -0.161
H 0.11 14.14 -2.46 0.037
N -0.24 13.29 -0.87 -0.062
C -0.90 15.59 -6.68 -0.190
O 0.32 14.79 -3.16 -0.132
H -1.03 8.69 -4.38 0.123
H -0.60 10.83 -5.24 0.093
H -0.20 17.32 -3.70 0.114
H -3.02 15.27 -7.13 0.120
H 3.32 10.56 -5.20 0.088
H -1.74 9.54 -0.80 0.083
H 3.25 17.74 -4.23 -0.009
H 3.94 13.89 -0.85 0.083
N -1.46 8.59 -1.03 -0.054
H -5.11 9.26 2.24 0.092
H -1.17 16.46 -6.07 0.109
H 3.09 12.03 -4.23 0.075
H -1.16 12.27 -4.28 0.075
H -2.91 8.45 -2.57 0.117
H 2.16 12.73 -1.77 0.110
H 2.50 11.34 -0.67 0.129
H -2.06 11.49 2.79 0.095
C -2.31 12.52 0.34 -0.224
C -1.01 9.15 -3.38 -0.244
H -1.44 7.75 0.84 0.117
H -2.17 13.09 3.56 0.088
H -1.96 15.54 -4.19 0.061
H -1.95 12.64 -1.76 0.113
C -0.69 11.29 -4.25 -0.092
H -2.03 11.46 0.32 0.099
H -4.11 8.10 -0.56 0.117
C -2.15 14.70 -6.78 -0.219
H -5.45 9.63 0.54 0.092
C 3.26 11.65 -5.25 -0.126
O 2.30 13.18 0.22 -0.195
H 2.94 13.73 -7.00 0.125
H 0.06 13.93 -0.13 0.116
H 2.37 13.96 -5.35 0.116
H 2.05 15.63 -2.43 0.117
C 2.17 13.43 -6.29 -0.204
H 1.24 17.99 -2.89 0.122
H -0.61 15.97 -7.66 0.123
H 0.03 9.13 -3.03 0.125
O 2.23 12.03 -6.11 -0.191
H 0.33 11.38 -3.85 0.079
H 0.15 12.96 -6.86 0.116
H 4.25 12.00 -5.56 0.090
C -2.82 14.96 -4.53 -0.096
C 0.80 13.85 -6.84 -0.171
H 3.78 14.42 0.83 0.089
H -3.23 14.34 -3.73 0.087
H -3.40 12.61 0.31 0.125
H -1.99 6.64 -0.41 0.117
O 4.07 18.02 -3.78 -0.076
H 0.94 14.18 -7.87 0.120
O 1.60 17.03 -4.65 -0.108
H -1.61 7.25 -2.60 0.119
C 1.00 15.90 -2.56 -0.213
H 4.32 12.75 0.47 0.088
O -1.74 13.07 1.52 -0.176
H 4.58 17.21 -3.69 0.022
C -3.48 8.02 0.33 -0.236
H -3.61 15.64 -4.85 0.093
O -2.47 14.05 -5.57 -0.197
H -1.99 13.94 -7.55 0.117
```

Energy above the most stable structure, in hartree: run a 0.1169; run b 0.0000

Run a
7
Properties=species:S:1:pos:R:3:lowdin_charge:R:1 method="wB97M-V/def2-TZVPD" charge=-2
S -0.97 0.02 0.04 0.322
O -1.59 1.05 0.94 -0.537
O 2.24 0.99 0.66 -0.630
S 1.38 -0.20 0.33 0.575
O -1.53 0.19 -1.44 -0.571
O -1.24 -1.36 0.50 -0.541
O 1.71 -0.70 -1.03 -0.619

Run b
7
Properties=species:S:1:pos:R:3:lowdin_charge:R:1 method="wB97M-V/def2-TZVPD" charge=-2
O 0.07 0.51 -0.44 -0.721
S -1.47 -0.20 0.31 0.599
O 1.66 -0.84 0.87 -0.619
O -1.95 -1.16 -0.69 -0.574
O -2.42 0.94 0.33 -0.582
O 2.60 1.19 0.00 -0.620
S 1.69 0.02 -0.35 0.517

Energy above the most stable structure, in hartree: run a 0.0081; run b 0.0000